The following is a quantum chemistry calculation of C4H4Br3ClN3S as an isolated structure, from OMol25.

Last column: Mulliken charge in e.
Geometry (Å):
Br 4.697 -1.376 0.464  -0.0275
Br 0.816 -0.166 -2.335  -0.2154
Br 5.005 1.521 -0.600  -0.0768
Cl 1.993 -2.674 1.411  -0.1378
S -0.846 1.874 1.359  -0.1451
N -0.376 -1.287 1.286  -0.7505
N 2.473 1.966 0.274  -0.3841
N 0.664 -0.420 1.017  0.4430
C 0.462 0.846 1.116  0.2664
C 3.205 0.996 0.245  0.7214
C 1.951 -1.007 1.004  0.5517
C 3.100 -0.427 0.526  -0.2021
H -0.182 3.019 1.486  0.2455
H -0.146 -2.154 0.776  0.2710
H 1.537 0.554 -3.408  0.2523
H -1.222 -0.754 1.184  0.1880

Results
* energy relative to the best compared isomer or geometry (same formula, charge and spin): 4.8859 eV
* spin multiplicity: 1
* total charge: +1
* total energy: -8899.02033 hartree
* LUMO level: -0.252 hartree



The following is a quantum chemistry calculation of C4H4Br3FO3 as an isolated structure, from OMol25.

Last column: Mulliken charge in e.
Geometry (Å):
Br 19.071 19.156 -16.618  -0.0049
Br 16.182 18.266 -17.766  0.0067
Br 18.783 16.328 -18.054  -0.0001
F 14.043 22.417 -17.598  -0.2944
O 14.591 21.920 -20.802  -0.3502
O 12.979 21.425 -19.348  -0.3337
O 12.456 21.983 -21.454  -0.4796
C 18.111 18.143 -18.012  -0.3225
C 13.261 21.805 -20.619  0.6248
C 14.138 21.462 -18.548  0.6755
C 15.272 21.749 -19.540  -0.2161
H 15.970 20.933 -19.679  0.1862
H 18.270 18.618 -18.968  0.3385
H 15.673 22.734 -19.300  0.2501
H 14.299 20.461 -18.137  -0.0803

Results
* energy relative to the best compared isomer or geometry (same formula, charge and spin): 0.2063 eV
* spin multiplicity: 1
* total energy: -8202.44358 hartree
* LUMO level: -0.023 hartree



The following is a quantum chemistry calculation of an isolated ion of composition C4H4BrCl2O2 and charge -1, from OMol25.

Last column: Mulliken charge in e.
Geometry (Å):
Br -1.168 -0.496 -2.565  -0.1242
Cl 2.026 0.194 -1.559  -0.2005
Cl 0.059 2.143 -0.755  -0.1417
O -2.606 0.334 0.032  -0.6652
O -1.505 -1.097 1.369  -0.6997
C -0.580 -0.705 -0.760  -0.4559
C 0.679 0.532 -0.441  0.4469
C -1.727 -0.451 0.347  0.6359
C 1.143 0.344 0.982  -1.2996
H -0.067 -1.656 -0.654  0.4634
H 2.080 0.873 1.159  0.3817
H 0.379 0.704 1.668  0.3572
H 1.286 -0.718 1.178  0.3017

Results
* energy relative to the best compared isomer or geometry (same formula, charge and spin): 0.0000 eV
* spin multiplicity: 1
* total charge: -1
* total energy: -3799.77364 hartree
* SMILES: CC(Cl)(Cl)[C@H](Br)C(=O)[O-]
* LUMO level: 0.116 hartree



The following is a quantum chemistry calculation of a 2-piece molecular cluster, C4H4BrClN2O5 overall, from OMol25.

Last column: Mulliken charge in e.
Geometry (Å):
Br -1.966 2.076 1.711  -0.0423
Cl -2.592 1.293 -1.306  -0.1340
O 2.385 -0.119 0.480  -0.4413
O -0.380 -3.459 1.014  -0.5908
O -2.401 -3.140 0.358  -0.5589
O 0.523 0.524 -0.666  -0.4979
O -3.254 -0.317 0.680  -0.3453
N -1.027 -1.432 0.512  -0.2811
N -1.331 -2.814 0.698  1.0399
C 2.575 1.730 -1.015  -0.9328
C -1.952 -0.577 0.516  0.2825
C -2.334 0.789 0.361  0.6446
C 1.728 0.661 -0.401  0.6394
H 3.331 1.050 -1.425  0.2676
H 1.934 -0.901 0.629  0.3359
H 2.833 2.509 -0.369  0.3276
H 1.930 2.126 -1.776  0.2871

Results
* energy relative to the best compared isomer or geometry (same formula, charge and spin): 0.0000 eV
* spin multiplicity: 1
* total energy: -3674.54619 hartree
* SMILES: O=[N+]([O-])/N=C1\O[C@@]1(Cl)Br.CC(=O)O
* LUMO level: -0.010 hartree



| no. | HOMO-LUMO gap (eV) |
| --- | --- |
| 1 | 6.28 |
| 2 | 10.17 |
| 3 | 7.92 |
| 4 | 10.05 |